Formula: C64H71F5IN5O3S
Source: OMol25
Level of theory: ωB97M-V with the def2-TZVPD basis set

E_HOMO ... -9.17 eV
2S+1 ... 1
Orbital gap ... 0.3028 hartree
SMILES string ... [H]/N=C(/N)NCCCCc1cc2nc(C)c([C@H](I)CC)nc2c(S(=O)(=O)C(F)(F)C(F)(F)F)c1OCCC.c1ccccc1.c1ccccc1.c1ccccc1.c1ccccc1.c1ccccc1.c1ccccc1.c1ccccc1

Each line ends with the Löwdin charge.
Geometry (Å):
I -2.58 -6.10 -1.06  0.920
S 1.81 -1.19 -1.16  0.800
F 1.88 -2.43 -3.46  0.136
F 0.74 -0.58 -3.50  0.121
F 4.20 -1.06 -3.19  0.204
F 3.12 0.82 -3.30  0.190
F 3.04 -0.57 -4.94  0.173
O 2.88 -0.31 -0.76  -0.255
O 1.99 -2.55 -0.77  -0.264
O 1.02 1.61 -1.38  -0.064
N 1.59 5.67 1.07  0.143
N -0.34 6.69 0.10  0.030
N -3.21 -1.53 0.26  0.191
N -0.71 -2.72 -0.23  0.198
N 1.51 6.02 -1.21  0.129
C 3.70 -6.49 -0.39  -0.085
C 12.44 6.31 -3.13  -0.098
C -6.36 -6.48 4.38  -0.112
C -1.14 -4.39 2.77  -0.092
C 0.21 -0.54 -0.77  -0.106
C 6.34 4.03 -0.43  -0.088
C 12.68 4.90 -1.21  -0.097
C -5.79 -5.35 3.80  -0.095
C -4.20 -3.62 0.86  -0.046
C 0.40 2.49 -6.54  -0.085
C -4.50 -6.63 5.89  -0.088
C 2.60 -5.82 0.11  -0.077
C 1.85 -1.16 -3.03  -0.455
C 4.19 -7.61 0.27  -0.096
C 10.79 4.63 -2.66  -0.108
C -5.71 -7.12 5.42  -0.090
C -3.02 -2.81 0.41  -0.256
C -2.30 0.58 -0.34  0.072
C -1.82 3.74 -5.42  -0.095
C -1.29 1.41 -0.77  -0.107
C -5.72 5.44 3.53  -0.097
C 0.00 0.84 -0.95  -0.221
C 3.10 -0.47 -3.60  -0.610
C -7.44 -10.48 0.26  -0.097
C -1.40 5.89 -0.56  -0.177
C -7.62 -10.25 1.62  -0.094
C -1.74 -3.42 0.15  -0.293
C -6.13 4.04 1.62  -0.104
C 0.93 6.09 0.06  -0.568
C -5.80 -8.73 0.18  -0.094
C -7.16 4.87 1.23  -0.095
C 11.26 5.66 -3.46  -0.095
C 6.02 6.69 0.30  -0.092
C -6.76 6.27 3.14  -0.095
C -1.57 -5.43 1.75  -0.304
C 4.97 5.80 0.44  -0.103
C -3.93 -5.51 5.31  -0.090
C -0.88 -1.38 -0.37  -0.160
C 13.15 5.93 -2.01  -0.098
C 7.40 4.92 -0.56  -0.092
C -5.40 4.32 2.77  -0.106
C -2.57 3.61 -0.25  -0.173
C -6.54 -9.72 -0.46  -0.092
C -5.97 -8.50 1.54  -0.087
C 3.59 -8.05 1.44  -0.100
C 0.57 2.36 1.96  -0.067
C -0.13 3.63 -7.13  -0.093
C -0.18 1.98 -5.39  -0.077
C -1.24 4.25 -6.58  -0.097
C -2.05 4.89 0.40  -0.178
C 1.65 2.47 -0.40  -0.157
C -6.89 -9.26 2.26  -0.097
C 5.13 4.47 0.08  -0.092
C 2.00 -6.25 1.29  -0.088
C -1.28 2.61 -4.83  -0.092
C -1.55 2.86 -1.13  -0.111
C -1.46 -4.89 0.31  -0.661
C -2.13 -0.80 -0.13  -0.185
C 2.49 -7.37 1.95  -0.092
C 1.73 1.93 1.03  -0.190
C 7.24 6.25 -0.20  -0.092
C 11.50 4.25 -1.53  -0.100
C -4.58 -4.86 4.27  -0.106
C -7.48 5.99 1.98  -0.095
H 11.14 3.44 -0.91  0.101
H -5.40 -7.73 2.04  0.089
H -4.14 -3.98 3.82  0.086
H -6.40 -9.89 -1.52  0.100
H -3.01 2.99 0.51  0.094
H -0.09 3.02 1.42  0.037
H 4.17 -6.15 -1.30  0.103
H 9.87 4.12 -2.92  0.097
H 1.08 5.85 1.93  0.052
H 8.07 6.94 -0.31  0.101
H -7.02 -9.08 3.32  0.084
H -4.59 3.67 3.08  0.100
H -1.73 2.21 -3.92  0.080
H -4.62 -4.12 0.00  0.052
H 10.70 5.95 -4.34  0.101
H -4.95 -2.93 1.25  0.086
H -3.99 -7.14 6.70  0.102
H 5.90 7.73 0.58  0.100
H 2.64 2.37 1.44  0.105
H -0.61 3.39 -1.22  0.087
H -0.57 6.81 1.08  0.109
H -7.72 4.65 0.33  0.101
H -5.16 5.66 4.43  0.100
H -3.29 0.99 -0.18  0.121
H 1.89 0.87 1.07  0.090
H 0.32 4.03 -8.03  0.101
H -0.87 -6.26 1.81  0.088
H 0.23 1.09 -4.93  0.081
H -3.96 -4.31 1.65  0.037
H 1.05 5.36 -1.83  0.075
H -0.43 -5.03 0.00  0.056
H 0.02 1.48 2.30  0.072
H -1.66 5.14 -7.04  0.100
H -6.30 -4.85 2.98  0.104
H -2.13 6.60 -0.92  0.116
H 13.24 4.60 -0.33  0.100
H 5.05 -8.13 -0.12  0.099
H 8.35 4.58 -0.96  0.079
H 2.49 5.80 -1.13  0.074
H -0.96 5.41 -1.43  0.094
H -5.09 -8.12 -0.36  0.051
H 12.80 7.12 -3.75  0.099
H -7.01 7.14 3.73  0.101
H 1.26 2.00 -6.97  0.103
H 3.97 -8.92 1.96  0.099
H 0.96 2.87 2.83  0.070
H -7.31 -6.85 4.01  0.099
H -5.88 3.16 1.03  0.096
H 4.30 3.78 0.20  0.076
H -1.91 -3.65 2.99  0.066
H 6.47 2.99 -0.71  0.102
H -8.01 -11.26 -0.23  0.099
H -6.15 -7.99 5.88  0.103
H 1.15 -5.72 1.69  0.071
H 2.21 -4.94 -0.40  0.080
H 4.01 6.14 0.84  0.067
H -2.92 5.39 0.82  0.106
H -3.39 3.93 -0.89  0.115
H -0.26 -3.85 2.43  0.078
H -1.39 4.68 1.24  0.094
H -1.96 2.82 -2.14  0.097
H -8.28 6.64 1.67  0.101
H 2.66 2.61 -0.76  0.111
H 14.07 6.44 -1.75  0.099
H 2.03 -7.70 2.87  0.100
H -2.68 4.23 -4.99  0.099
H 1.19 3.45 -0.37  0.078
H -2.55 -5.84 1.96  0.074
H -2.98 -5.13 5.67  0.100
H -8.33 -10.85 2.18  0.100
H -0.86 -4.85 3.71  0.077



Formula: C50H116N4O6PRbS
Source: OMol25
Level of theory: ωB97M-V with the def2-TZVPD basis set

E_HOMO ... -16.68 eV
2S+1 ... 1
Orbital gap ... 0.3102 hartree
Net charge ... +4

Each line ends with the Löwdin charge.
Geometry (Å):
Rb 1.19 3.90 2.54  0.890
S 0.67 1.13 0.72  0.072
P 0.25 -3.50 0.12  1.086
O 1.61 2.09 0.14  -0.438
O -0.66 1.50 0.39  -0.365
O 0.71 1.26 2.17  -0.550
O -0.69 -0.14 8.22  -0.186
O 0.92 -0.28 0.36  -0.379
O -1.28 4.35 -3.73  -0.217
N -1.39 -0.04 5.19  -0.202
N 4.91 1.24 0.51  -0.171
N -3.98 4.01 0.02  -0.186
N 0.53 1.82 -3.71  -0.217
C 0.59 -2.77 -1.57  -0.252
C -2.31 -1.28 5.24  -0.115
C -1.98 0.26 7.76  -0.200
C 1.31 0.67 -3.07  0.016
C 2.44 -4.35 -4.63  -0.107
C -2.60 4.73 0.03  -0.049
C -0.41 -5.31 -0.05  -0.228
C 0.11 -0.44 5.48  -0.138
C -2.24 -2.15 -0.10  -0.236
C 1.72 -3.49 1.11  -0.253
C 6.91 2.70 0.52  -0.160
C 6.32 1.42 1.14  -0.073
C -1.71 -5.67 -0.82  -0.225
C -1.95 -7.14 -0.45  -0.271
C 4.68 -3.78 2.14  -0.101
C 2.58 -4.80 1.10  -0.227
C -3.84 -0.98 5.09  -0.030
C -6.22 3.62 -4.24  -0.095
C -2.59 5.50 1.37  -0.165
C -4.75 4.49 1.28  -0.082
C -4.28 3.62 -2.58  -0.168
C 0.55 3.05 -2.74  -0.067
C -0.86 1.46 -4.16  -0.110
C -1.51 0.77 3.91  0.003
C -1.63 5.70 -4.24  -0.012
C 4.45 2.74 0.54  -0.079
C -3.71 -1.74 0.30  -0.199
C 0.03 4.34 -3.27  -0.256
C 4.03 0.30 1.35  0.013
C 1.85 -3.20 -2.32  -0.209
C -1.67 0.61 -3.10  -0.037
C 5.77 3.66 0.45  -0.131
C 0.73 -1.25 4.41  -0.072
C -1.20 -2.66 0.92  -0.251
C -4.88 4.26 -3.88  -0.241
C 4.01 -4.43 1.00  -0.317
C -0.62 -0.94 9.40  -0.075
C 1.52 -4.28 -3.40  -0.239
C -4.50 -1.07 -0.87  -0.089
C -4.93 4.14 -1.26  -0.044
C 1.29 2.22 -5.01  -0.129
C 5.10 -0.80 -1.18  -0.207
C 5.60 -1.22 -2.51  -0.267
C 1.82 1.03 -5.86  -0.051
C 5.67 -2.75 -2.74  -0.047
C -1.81 0.91 6.41  -0.071
C -2.97 -7.78 -1.40  -0.089
C -3.78 2.47 0.18  0.011
C -4.01 5.77 1.75  -0.136
C 4.91 0.76 -1.05  -0.014
H 0.08 -1.89 3.82  0.064
H -4.31 -0.52 5.96  0.079
H -2.36 5.35 -0.83  0.128
H 1.00 0.58 -2.03  0.073
H 6.93 0.52 1.08  0.137
H 2.38 -5.42 1.97  0.128
H -4.01 -0.30 4.26  0.061
H -1.38 2.30 -4.63  0.127
H 0.26 -0.49 9.85  0.095
H 3.16 -0.05 0.79  0.061
H -1.85 3.94 0.08  0.103
H -2.58 1.61 6.08  0.134
H 2.27 -2.35 -2.85  0.091
H -1.00 -7.67 -0.41  0.109
H 2.37 0.93 -3.04  0.101
H -2.36 -2.97 -0.80  0.082
H -5.18 5.20 -1.23  0.138
H 1.67 -5.25 -2.94  0.102
H -3.20 3.82 -2.60  0.076
H 1.21 0.19 -6.18  0.087
H 0.68 0.43 5.79  0.141
H -2.88 -0.35 7.76  0.127
H 1.48 -1.94 4.79  0.102
H 0.45 -5.73 -0.56  0.073
H -2.26 1.08 8.42  0.144
H 4.27 -3.97 0.04  0.088
H -5.86 3.60 -1.08  0.130
H 3.82 0.74 -1.12  0.091
H -1.55 -3.51 1.49  0.088
H -4.62 -1.79 -1.69  0.080
H 3.75 2.99 -0.26  0.099
H 5.40 1.35 -1.83  0.141
H -3.16 2.18 1.03  0.090
H 5.76 -3.79 2.04  0.093
H 4.53 -5.38 0.89  0.130
H -2.08 -1.79 6.17  0.131
H -1.80 -1.32 -0.65  0.086
H 1.13 -0.50 3.73  0.063
H -4.91 3.63 1.92  0.128
H 4.62 -0.59 1.58  0.087
H -1.82 6.32 -3.37  0.092
H -5.49 -0.79 -0.51  0.077
H -3.15 2.13 -0.65  0.068
H 1.59 3.22 -2.49  0.135
H 3.96 3.02 1.47  0.091
H 2.58 -3.58 -1.60  0.090
H 5.10 -0.69 -3.32  0.102
H 2.08 -5.16 -5.26  0.084
H -6.49 3.44 -5.28  0.091
H -0.33 -2.83 -2.15  0.087
H 2.65 -3.43 -5.17  0.071
H 4.29 -2.84 2.53  0.059
H 4.46 -4.44 2.99  0.089
H -4.34 2.54 -2.68  0.099
H 3.76 0.67 2.34  0.111
H -3.76 -1.01 1.11  0.086
H -0.71 0.71 -4.93  0.120
H -6.43 2.87 -3.48  0.069
H 0.70 -1.71 -1.32  0.042
H -2.21 6.52 1.26  0.127
H -4.44 -1.87 4.88  0.094
H 1.36 -3.48 2.14  0.093
H 5.88 -1.12 -0.49  0.119
H 6.60 -3.17 -3.13  0.093
H 0.09 -1.12 6.33  0.121
H -5.78 4.80 1.12  0.134
H -3.22 -8.79 -1.10  0.084
H -2.74 -7.60 -2.45  0.079
H 5.41 -3.12 -1.75  0.048
H -2.76 0.64 -3.19  0.067
H 6.09 1.60 2.19  0.135
H -1.71 -5.62 -1.91  0.113
H 0.74 4.65 -4.03  0.130
H -4.79 2.06 0.14  0.109
H -2.09 4.92 2.14  0.106
H -0.44 -2.01 9.30  0.091
H -4.77 5.34 -4.01  0.110
H -4.01 -0.22 -1.34  0.036
H 5.84 4.25 -0.46  0.120
H -4.11 5.79 2.84  0.130
H -1.21 -0.85 10.32  0.101
H 7.83 2.93 1.06  0.138
H -2.55 -5.09 -0.45  0.097
H -3.94 -7.32 -1.19  0.075
H 2.46 -5.49 0.27  0.106
H 1.21 -0.27 -3.61  0.104
H -4.20 -2.70 0.50  0.108
H -4.32 6.72 1.32  0.134
H -1.92 -1.79 4.36  0.108
H 0.11 2.69 -1.81  0.102
H 7.15 2.55 -0.53  0.115
H 2.34 -2.63 0.89  0.087
H 3.43 -4.73 -4.39  0.067
H 6.63 -0.89 -2.69  0.118
H -2.47 5.51 -4.90  0.085
H -7.04 4.28 -3.97  0.075
H -2.32 -7.24 0.57  0.114
H -1.06 1.69 6.48  0.126
H 0.09 5.03 -2.43  0.138
H -0.92 6.21 -4.89  0.101
H -4.34 3.97 -4.78  0.095
H -0.46 -5.68 0.98  0.101
H -0.94 -1.81 1.56  0.067
H 2.18 2.76 -4.70  0.131
H 2.04 1.52 -6.81  0.095
H -1.19 0.10 3.11  0.080
H 0.49 -4.33 -3.78  0.104
H -0.84 1.61 4.08  0.094
H 5.77 4.28 1.35  0.116
H 2.76 0.64 -5.48  0.076
H -1.75 1.13 -2.15  0.045
H 4.18 -1.30 -0.89  0.099
H -2.50 1.02 3.54  0.095
H 0.62 2.91 -5.53  0.131
H -1.45 -0.44 -2.91  0.072
H 4.83 -3.04 -3.36  0.049



Formula: C11H11NO2PbS2
Source: OMol25
Level of theory: ωB97M-V with the def2-TZVPD basis set

E_HOMO ... -0.29 eV
2S+1 ... 1
Orbital gap ... 0.2042 hartree
Net charge ... -2

Each line ends with the natural charge from an NBO analysis.
Geometry (Å):
Pb 0.12 0.18 0.08  0.942
S 2.61 1.07 -0.42  -0.412
S -0.36 2.78 -0.41  -0.408
O -3.59 -1.62 -0.73  -0.680
O 0.34 -3.94 -0.58  -0.681
N -1.45 -2.48 -0.49  -0.668
C 2.20 2.39 -1.52  -0.161
C -1.76 -4.57 -1.61  -0.528
C -2.74 -2.49 -0.90  0.659
C -3.07 -3.81 -1.66  -0.528
C -0.82 -3.62 -0.82  0.659
C 0.97 3.09 -1.52  -0.178
C 0.15 0.25 2.48  -1.137
C 1.76 4.46 -3.38  -0.269
C 3.18 2.76 -2.45  -0.242
C 2.97 3.77 -3.39  -0.265
C 0.80 4.13 -2.44  -0.229
H 3.74 4.00 -4.11  0.181
H 0.55 -0.69 2.87  0.186
H -0.14 4.67 -2.41  0.199
H -0.87 0.36 2.86  0.186
H 4.12 2.23 -2.42  0.200
H -1.84 -5.52 -1.07  0.198
H -3.89 -4.31 -1.15  0.198
H -1.32 -4.77 -2.59  0.202
H -3.39 -3.55 -2.67  0.202
H 0.76 1.07 2.89  0.193
H 1.57 5.24 -4.10  0.181



Formula: C3H6N2O3
Source: OMol25
Level of theory: ωB97M-V with the def2-TZVPD basis set

E_HOMO ... -9.76 eV
2S+1 ... 1
Orbital gap ... 0.3664 hartree
SMILES string ... NN(C=O)CC(=O)O

Each line ends with the natural charge from an NBO analysis.
Geometry (Å):
O -0.08 1.20 -2.94  -0.531
O 1.08 -2.01 2.17  -0.657
O -1.74 0.77 -1.37  -0.744
N 0.31 -0.38 0.44  -0.314
N -0.88 -0.18 1.23  -0.698
C 0.67 0.72 -0.74  -0.280
C -0.46 0.89 -1.85  0.798
C 1.03 -1.46 0.86  0.480
H -0.56 0.61 2.09  0.361
H 0.67 1.77 -0.01  0.240
H -2.02 0.45 -0.37  0.555
H 1.70 -1.94 -0.12  0.149
H 1.59 0.46 -1.15  0.233
H -1.31 -0.91 1.77  0.410



Formula: C26H43Cl3O2P2Pr
Source: OMol25
Level of theory: ωB97M-V with the def2-TZVPD basis set

E_HOMO (spin up / spin down) ... -9.89 / -9.89 eV
<S²> ... 2.005
2S+1 ... 3
Orbital gap (spin up / spin down) ... 0.2113 / 0.2136 hartree
Net charge ... +1

Each line ends with the Löwdin charge.
Geometry (Å):
Pr 1.53 1.09 -0.18  1.629
Cl -2.29 1.57 -3.14  0.659
Cl -1.57 4.09 -4.42  0.665
Cl 0.27 1.84 -4.52  0.614
P 3.68 -3.85 -3.77  0.810
P 5.95 -4.00 -1.86  0.760
O -0.90 4.07 -1.56  0.040
O 0.67 2.44 -1.72  -0.285
C 5.47 -5.70 -1.31  -0.314
C -2.16 1.84 0.25  -0.016
C 0.99 1.60 2.24  -0.333
C -2.13 -2.17 -2.46  -0.123
C -0.94 2.70 -3.54  -1.458
C -0.42 0.18 1.11  -0.342
C 7.71 -4.11 -1.31  -0.339
C -0.84 1.52 0.85  -0.270
C -0.35 3.15 -2.16  -0.694
C 0.83 -3.60 -1.11  -0.128
C 6.39 -4.58 -3.59  -0.463
C 1.20 -1.03 2.65  -0.004
C 3.70 -2.60 -5.12  -0.291
C 0.16 -2.74 -3.46  -0.191
C 2.14 2.13 3.02  -0.005
C -1.43 -4.61 -1.81  -0.181
C -1.08 -1.91 -3.25  -0.105
C 2.43 -5.09 -4.33  -0.270
C 0.05 2.41 1.53  -0.277
C -1.19 -1.05 0.80  -0.001
C -0.33 -4.23 -0.84  -0.106
C 0.65 0.22 2.03  -0.332
C -0.10 3.89 1.55  0.006
C 1.09 -2.63 -2.22  -0.221
C -2.53 -3.51 -1.89  -0.178
C 5.14 -4.80 -4.44  -0.428
H 8.27 -3.29 -1.77  0.033
H 5.59 -5.76 -0.22  0.034
H 7.76 -4.01 -0.22  0.029
H 6.95 -5.52 -3.50  0.072
H 4.69 -2.13 -5.12  0.044
H -1.08 -0.94 -3.76  0.059
H -2.12 2.70 -0.43  0.062
H -2.87 -1.37 -2.28  0.093
H 1.07 -1.87 1.94  0.082
H 7.04 -3.82 -4.05  0.077
H 5.33 -4.46 -5.47  0.075
H 2.47 1.37 3.75  0.099
H 2.08 -4.81 -5.35  0.050
H 2.26 -0.96 2.93  0.092
H 3.02 2.38 2.40  0.095
H -1.05 4.22 2.04  0.116
H 3.54 -3.11 -6.09  0.046
H 4.43 -5.91 -1.56  0.021
H -1.87 -5.55 -1.40  0.121
H 0.73 4.39 2.10  0.091
H -0.03 -3.78 -3.74  0.082
H -0.53 -4.51 0.21  0.117
H -3.37 -3.89 -2.50  0.122
H 8.14 -5.07 -1.63  0.039
H -2.51 0.98 -0.33  0.053
H 2.90 -6.10 -4.35  0.040
H -1.59 -1.46 1.73  0.115
H -1.06 -4.87 -2.81  0.098
H 1.00 -1.58 -1.83  0.088
H 2.94 -1.83 -4.97  0.019
H 1.57 -5.15 -3.62  0.018
H -0.12 4.23 0.49  0.083
H 4.89 -5.88 -4.46  0.071
H 1.83 3.04 3.55  0.100
H 1.64 -3.59 -0.36  0.107
H 6.12 -6.44 -1.79  0.043
H -2.04 -0.82 0.16  0.071
H 0.65 -1.32 3.56  0.111
H 2.17 -2.71 -2.50  0.011
H -2.90 -3.37 -0.86  0.111
H -0.60 -1.84 0.32  0.065
H 0.69 -2.33 -4.34  0.101
H -2.93 2.07 1.00  0.118



Formula: CH4IP
Source: OMol25
Level of theory: ωB97M-V with the def2-TZVPD basis set

E_HOMO (spin up / spin down) ... -9.91 / -7.98 eV
2S+1 ... 1
Orbital gap (spin up / spin down) ... 0.3444 / 0.1823 hartree

Each line ends with the natural charge from an NBO analysis.
Geometry (Å):
I 4.15 0.06 -0.02  -0.096
P 0.24 0.05 -0.04  0.428
C -1.39 -0.37 -0.21  -0.733
H -1.59 -1.28 0.14  0.187
H 0.41 1.44 -0.21  -0.005
H 0.44 0.11 1.27  -0.015
H -2.25 -0.02 -0.93  0.236



Formula: C5H10IN2
Source: OMol25
Level of theory: ωB97M-V with the def2-TZVPD basis set

E_HOMO ... -13.09 eV
2S+1 ... 1
Orbital gap ... 0.2668 hartree
Net charge ... +1
SMILES string ... C#[N+][C@@H](I)NCCC

Each line ends with the natural charge from an NBO analysis.
Geometry (Å):
I 3.11 0.92 -0.06  -0.070
N 0.36 -0.89 -0.28  -0.558
N 2.43 -1.84 0.15  -0.225
C 1.50 -0.93 0.44  0.121
C 3.15 -2.69 -0.23  0.461
C -0.91 -0.23 0.12  -0.226
C -2.34 1.78 -0.05  -0.632
C -1.00 1.22 -0.17  -0.416
H 1.55 -0.77 1.59  0.307
H -1.30 -0.47 1.06  0.216
H -2.76 1.29 0.78  0.206
H -2.31 2.81 0.32  0.234
H -0.52 1.25 -1.24  0.201
H -3.08 1.81 -0.85  0.234
H -1.75 -0.65 -0.52  0.225
H 3.96 -3.28 -0.35  0.277
H -0.35 1.90 0.44  0.224
H 0.27 -1.24 -1.16  0.418